# 1
Formula: C31H61BrF3InNO7
Source: OMol25
Level of theory: wB97M-V/def2-TZVPD

The geometry in XYZ format:
```
105
Properties=species:S:1:pos:R:3
C -1.10 -4.16 2.56
O -1.76 -3.84 1.37
C -1.08 -2.88 0.55
In -2.18 -2.52 -1.34
Br -3.05 -0.05 -1.19
C -0.88 -2.62 -3.13
C -0.16 -1.29 -3.33
C 0.85 -1.03 -2.20
C 0.82 0.41 -1.71
C 1.73 0.72 -0.52
C 1.40 -0.11 0.73
C 2.59 -0.39 1.64
C 3.77 -1.18 1.04
C 3.46 -2.21 -0.05
C 4.19 -3.56 0.12
C 3.31 -4.63 0.77
C 4.07 -5.95 0.97
N 3.37 -7.14 0.53
C 2.03 -7.29 0.26
C 1.78 -8.61 -0.10
C 3.04 -9.30 -0.03
C 3.99 -8.35 0.35
C -4.03 -3.79 -1.51
F -4.62 -3.73 -2.76
F -5.04 -3.48 -0.64
F -3.83 -5.14 -1.31
H -1.84 -4.35 3.34
H -0.49 -5.07 2.45
H -0.45 -3.35 2.89
H -1.00 -1.94 1.11
H -0.07 -3.24 0.33
H -0.15 -3.40 -2.91
H -1.44 -2.93 -4.01
H -0.88 -0.47 -3.36
H 0.37 -1.29 -4.29
H 1.86 -1.27 -2.54
H 0.62 -1.72 -1.38
H -0.20 0.69 -1.45
H 1.12 1.05 -2.55
H 1.58 1.77 -0.26
H 2.78 0.60 -0.79
H 0.89 -1.05 0.46
H 0.67 0.43 1.34
H 2.97 0.57 1.99
H 2.23 -0.90 2.54
H 4.51 -0.47 0.65
H 4.27 -1.69 1.87
H 2.39 -2.41 -0.09
H 3.74 -1.80 -1.02
H 4.51 -3.94 -0.86
H 5.08 -3.42 0.73
H 2.97 -4.27 1.74
H 2.43 -4.77 0.15
H 4.32 -6.07 2.03
H 5.02 -5.92 0.42
H 1.34 -6.47 0.34
H 0.83 -9.02 -0.38
H 3.24 -10.34 -0.25
H 5.05 -8.46 0.50
C 1.98 5.52 5.40
O 0.79 4.89 4.99
C 0.72 4.64 3.60
C -0.09 3.40 3.28
O 0.56 2.18 3.59
C 0.60 1.76 4.94
C -0.71 1.24 5.48
O -1.61 2.30 5.77
C -2.96 1.93 5.64
H 2.03 6.55 5.04
H 1.99 5.52 6.49
H 2.86 4.97 5.04
H 1.73 4.51 3.19
H 0.25 5.49 3.10
H -0.21 3.38 2.20
H -1.08 3.46 3.73
H 1.02 2.53 5.60
H 1.30 0.91 4.94
H -0.51 0.67 6.39
H -1.15 0.56 4.74
H -3.16 1.51 4.65
H -3.56 2.83 5.76
H -3.26 1.20 6.40
C -3.41 5.97 -7.48
O -2.86 5.94 -6.19
C -3.46 6.84 -5.28
C -3.45 6.31 -3.87
O -4.37 5.27 -3.62
C -4.00 3.95 -4.00
C -3.01 3.28 -3.08
O -1.70 3.79 -3.27
C -0.91 3.73 -2.11
H -3.17 6.91 -8.00
H -2.98 5.15 -8.04
H -4.50 5.85 -7.45
H -4.50 7.04 -5.58
H -2.92 7.79 -5.30
H -3.78 7.14 -3.23
H -2.43 6.04 -3.57
H -3.65 3.92 -5.03
H -4.93 3.38 -3.93
H -3.02 2.20 -3.28
H -3.33 3.42 -2.04
H -1.41 4.23 -1.27
H 0.03 4.24 -2.32
H -0.70 2.70 -1.82
```

Output
**Total energy**: -4862.89929 hartree
**Net charge**: -1
**Maximum force**: 0.0239 Eh/bohr
**Molar mass**: 811.5 g/mol



# 2
Formula: C3H11NO2
Source: OMol25
Level of theory: wB97M-V/def2-TZVPD

The geometry in XYZ format:
```
17
Properties=species:S:1:pos:R:3
C -0.03 -0.90 1.05
C -0.69 0.32 0.48
C -0.47 1.67 1.16
O -0.58 0.34 -0.97
N -0.54 -2.16 0.51
H -0.10 -0.78 2.10
H 0.97 -0.81 0.84
H -1.72 0.14 0.44
H -0.41 1.70 2.30
H -1.29 2.37 0.89
H 0.48 2.19 0.75
H 0.35 0.12 -1.16
H -1.54 -2.09 0.51
H -0.31 -2.27 -0.41
H 2.16 1.04 -1.15
H 2.15 0.82 -2.66
O 1.85 0.44 -1.80
```

Output
**Total energy**: -326.09261 hartree
**Relative energy (zero: lowest compared OMol25 entry of this formula, charge and spin)**: 1.057 eV
**Maximum force**: 0.0780 Eh/bohr
**Molar mass**: 93.1 g/mol



# 3
Formula: C33H40N5O7S3SeTi
Source: OMol25
Level of theory: wB97M-V/def2-TZVPD

The geometry in XYZ format:
```
90
Properties=species:S:1:pos:R:3
Ti -0.21 0.14 -0.24
C 1.51 -2.52 2.53
C 0.21 -3.30 2.39
S -0.73 -2.80 0.93
C -2.37 -2.49 1.61
C -2.44 -1.40 2.67
S -1.76 0.20 2.13
C -0.75 0.64 3.57
C 0.33 -0.36 3.95
S 1.39 -0.72 2.53
H 2.03 -2.84 3.43
H 2.17 -2.72 1.69
H 0.45 -4.36 2.30
H -0.42 -3.19 3.27
H -2.97 -2.22 0.74
H -2.80 -3.41 2.02
H -3.48 -1.23 2.94
H -1.92 -1.70 3.57
H -0.31 1.61 3.31
H -1.43 0.81 4.41
H 0.94 0.07 4.75
H -0.09 -1.28 4.34
O 1.55 1.70 -6.95
C 1.55 0.62 -6.34
O 1.70 -0.56 -6.67
C 1.25 0.73 -4.84
C 0.17 1.49 -4.39
C -0.23 1.40 -3.08
N 0.41 0.63 -2.19
C 1.52 -0.03 -2.60
C 1.97 0.00 -3.89
C 2.11 -0.87 -1.51
O 3.23 -1.30 -1.50
O 1.19 -1.08 -0.57
H -0.35 2.12 -5.10
H -1.08 1.96 -2.71
H 2.82 -0.60 -4.19
C -5.75 1.17 2.16
O -5.19 0.79 0.91
C -5.29 -0.50 0.52
C -5.85 -1.53 1.26
C -5.89 -2.81 0.72
C -5.40 -3.07 -0.55
C -4.85 -2.05 -1.30
C -4.79 -0.77 -0.77
N -4.37 0.38 -1.50
C -3.62 0.49 -2.53
C -2.77 -0.53 -3.11
C -2.82 -0.75 -4.50
C -1.97 -1.65 -5.09
C -1.05 -2.34 -4.31
C -0.96 -2.11 -2.94
C -1.79 -1.18 -2.34
O -1.58 -0.79 -1.06
H -5.58 2.24 2.24
H -5.25 0.66 2.98
H -6.82 0.96 2.18
H -6.25 -1.34 2.24
H -6.33 -3.61 1.30
H -5.46 -4.07 -0.97
H -4.50 -2.24 -2.31
H -4.74 1.26 -1.12
H -3.62 1.49 -2.96
H -3.53 -0.19 -5.10
H -2.00 -1.81 -6.16
H -0.36 -3.03 -4.77
H -0.21 -2.60 -2.34
C 4.42 1.71 -1.36
N 3.49 1.60 -0.23
C 3.87 0.68 0.83
C 2.25 2.14 -0.25
O 1.27 1.49 0.25
N 2.11 3.36 -0.79
C 0.82 3.91 -1.16
C 3.23 4.28 -0.90
H 4.83 0.72 -1.53
H 5.23 2.41 -1.17
H 3.88 2.00 -2.26
H 4.96 0.67 0.88
H 3.52 -0.34 0.64
H 3.48 1.02 1.79
H 0.04 3.20 -0.96
H 0.83 4.17 -2.22
H 0.63 4.82 -0.58
H 3.98 4.07 -0.14
H 2.85 5.29 -0.74
H 3.70 4.26 -1.89
Se -3.59 3.75 -0.67
C -2.29 2.58 -0.45
N -1.42 1.81 -0.31
```

Output
**Total energy**: -6527.35568 hartree
**Relative energy (zero: lowest compared OMol25 entry of this formula, charge and spin)**: 0.331 eV
**Net charge**: +1
**Maximum force**: 0.0202 Eh/bohr
**Molar mass**: 841.7 g/mol



# 4
Formula: C3H9NO2S
Source: OMol25
Level of theory: wB97M-V/def2-TZVPD

The geometry in XYZ format:
```
16
Properties=species:S:1:pos:R:3
C -0.38 2.20 1.36
C -0.74 -2.40 -0.39
C 0.31 1.32 0.35
N 1.78 -1.19 -0.86
O -0.25 -0.27 -2.18
O -0.21 -0.04 0.26
S 0.32 -0.95 -0.99
H -1.34 2.50 1.03
H -0.51 1.75 2.37
H 0.26 2.94 1.75
H -1.74 -2.09 -0.29
H -0.81 -3.10 -1.15
H -0.45 -2.54 0.55
H 1.44 1.42 0.70
H 0.10 1.59 -0.69
H 2.23 -1.15 -1.80
```

Output
**Total energy**: -723.01532 hartree
**Relative energy (zero: lowest compared OMol25 entry of this formula, charge and spin)**: 4.164 eV
**Maximum force**: 0.0859 Eh/bohr
**Molar mass**: 123.2 g/mol



# 5
Formula: C19H25FeN7O2PS3
Source: OMol25
Level of theory: wB97M-V/def2-TZVPD

The geometry in XYZ format:
```
58
Properties=species:S:1:pos:R:3
Fe -0.06 -0.27 -0.11
N -2.86 2.04 2.50
C -2.29 1.06 1.76
N -1.05 1.01 1.44
C -0.17 2.01 1.90
N 1.10 1.90 1.71
N 1.41 0.81 0.96
C 2.68 0.41 0.95
C 3.00 -0.65 0.08
C 4.28 -1.28 0.08
C 4.52 -2.34 -0.74
C 3.49 -2.79 -1.60
C 2.28 -2.13 -1.56
N 2.02 -1.09 -0.77
C -0.74 3.15 2.63
C 0.02 4.24 3.05
C -0.56 5.28 3.75
C -1.92 5.24 4.05
C -2.69 4.17 3.64
C -2.10 3.14 2.94
H -3.84 2.01 2.69
H -2.95 0.26 1.44
H 3.42 0.86 1.61
H 5.04 -0.91 0.76
H 5.48 -2.82 -0.74
H 3.63 -3.63 -2.26
H 1.46 -2.44 -2.19
H 1.08 4.24 2.81
H 0.04 6.12 4.07
H -2.38 6.05 4.61
H -3.75 4.13 3.87
C -4.70 -2.97 -1.26
C -4.12 -1.88 -0.39
O -3.03 -2.36 0.41
P -1.54 -2.66 -0.14
S -0.30 -2.34 1.34
S -1.27 -1.62 -1.81
O -1.60 -4.20 -0.54
C -1.42 -5.27 0.40
C -1.09 -6.52 -0.38
H -5.56 -2.58 -1.82
H -5.04 -3.81 -0.65
H -3.97 -3.34 -1.98
H -4.86 -1.53 0.33
H -3.79 -1.03 -0.99
H -2.34 -5.39 0.98
H -0.61 -5.00 1.09
H -1.89 -6.76 -1.08
H -0.97 -7.37 0.30
H -0.16 -6.39 -0.93
N 1.37 0.89 -3.34
C 1.20 1.65 -2.25
N 2.28 2.21 -1.70
S -0.36 1.93 -1.63
H 2.29 0.52 -3.57
H 0.58 0.34 -3.63
H 3.20 1.86 -1.91
H 2.15 2.63 -0.79
```

Output
**Total energy**: -4072.59050 hartree
**Relative energy (zero: lowest compared OMol25 entry of this formula, charge and spin)**: 0.081 eV
**Maximum force**: 0.0172 Eh/bohr
**Molar mass**: 566.5 g/mol
**Spin multiplicity**: 6



# 6
Formula: C4H12N4
Source: OMol25
Level of theory: wB97M-V/def2-TZVPD

The geometry in XYZ format:
```
20
Properties=species:S:1:pos:R:3
C 0.93 0.08 2.32
N 0.55 0.42 -0.61
C -0.24 0.32 1.42
N 0.32 1.76 -1.02
N -1.00 1.36 1.52
H 1.52 0.16 -0.71
H -0.34 1.76 -1.80
H -0.16 2.23 -0.25
H -1.85 1.30 0.96
H 1.51 -0.78 1.98
H 1.56 0.97 2.34
H 0.58 -0.11 3.33
C 0.20 -1.87 -1.61
C -0.46 -0.66 -1.00
N -1.64 -0.32 -1.40
H -1.90 0.59 -1.00
H -0.71 -0.72 0.90
H -0.55 -2.61 -1.90
H 0.73 -1.58 -2.53
H 0.92 -2.31 -0.93
```

Output
**Total energy**: -378.51396 hartree
**Relative energy (zero: lowest compared OMol25 entry of this formula, charge and spin)**: 3.382 eV
**Maximum force**: 0.0972 Eh/bohr
**Molar mass**: 116.2 g/mol